Entry 1:
A 8-piece molecular cluster, C24H33NO24 overall at a distorted geometry, computed with the ωB97M-V functional and the def2-TZVPD basis.

Each line ends with the Mulliken charge.
Atoms and positions in Å:
H  2.98  -4.19  -0.10  0.253
N  3.40  -4.15  0.84  -0.589
C  3.46  -2.95  1.19  -0.228
C  2.98  -1.80  0.32  -0.314
O  1.77  -1.17  0.75  -0.258
C  0.95  -1.97  1.42  0.666
O  0.89  -2.04  2.57  -0.428
O  0.09  -2.68  0.65  -0.465
H  3.89  -2.69  2.15  0.454
H  2.93  -2.10  -0.73  0.264
H  3.75  -1.03  0.36  0.270
H  0.10  -3.58  0.98  0.337
O  -1.36  4.16  -0.38  -0.576
C  -1.06  3.11  0.08  0.670
O  -1.07  1.93  -0.60  -0.355
C  -0.46  0.95  0.23  0.215
C  -0.65  1.51  1.61  -0.169
O  -0.69  2.92  1.37  -0.376
H  -0.93  -0.02  0.10  0.327
H  0.60  0.86  -0.03  -0.044
H  -1.60  1.21  2.06  0.114
H  0.15  1.25  2.29  0.334
O  -6.96  2.84  2.48  -0.523
C  -6.26  3.53  1.81  0.613
O  -6.68  4.60  1.09  -0.355
C  -5.52  5.28  0.60  -0.369
C  -4.48  4.19  0.60  -0.151
O  -4.93  3.33  1.65  -0.223
H  -5.70  5.69  -0.39  0.308
H  -5.27  6.09  1.28  0.259
H  -4.47  3.61  -0.33  0.249
H  -3.48  4.56  0.79  0.188
O  -1.10  -0.10  4.26  -0.508
C  -1.51  -1.01  4.91  0.646
O  -1.76  -0.96  6.24  -0.292
C  -2.44  -2.17  6.60  -0.164
C  -2.01  -3.12  5.50  -0.422
O  -1.78  -2.24  4.40  -0.282
H  -2.13  -2.50  7.59  0.339
H  -3.51  -1.99  6.60  0.056
H  -1.08  -3.64  5.74  0.271
H  -2.77  -3.86  5.26  0.335
O  4.29  -0.69  -3.09  -0.576
C  3.51  0.20  -3.10  0.714
O  3.84  1.51  -3.28  -0.366
C  2.62  2.24  -3.46  0.134
C  1.61  1.36  -2.78  -0.090
O  2.17  0.05  -2.93  -0.334
H  2.69  3.23  -3.01  0.412
H  2.43  2.35  -4.52  -0.259
H  1.51  1.58  -1.71  -0.084
H  0.63  1.42  -3.24  0.390
O  -5.79  -0.47  7.38  -0.562
C  -5.37  0.15  6.45  0.582
O  -6.14  0.66  5.46  -0.355
C  -5.31  1.51  4.66  -0.077
C  -3.93  0.96  4.93  -0.047
O  -4.06  0.42  6.25  -0.320
H  -5.59  1.45  3.62  0.148
H  -5.42  2.54  5.00  0.143
H  -3.66  0.16  4.24  0.156
H  -3.15  1.73  4.90  0.328
O  1.88  3.57  -6.46  -0.524
C  2.00  2.56  -7.08  0.629
O  1.41  2.32  -8.27  -0.332
C  1.97  1.11  -8.79  -0.333
C  2.45  0.41  -7.54  -0.336
O  2.74  1.50  -6.66  -0.287
H  1.21  0.54  -9.33  0.302
H  2.78  1.36  -9.47  0.257
H  1.67  -0.22  -7.09  0.270
H  3.33  -0.20  -7.71  0.307
O  2.94  -5.05  -2.46  -0.551
C  4.09  -4.80  -2.58  0.703
O  5.01  -4.96  -1.59  -0.316
C  6.30  -4.78  -2.17  -0.324
C  6.01  -3.95  -3.39  -0.176
O  4.67  -4.33  -3.71  -0.318
H  6.97  -4.29  -1.47  0.305
H  6.71  -5.76  -2.42  0.245
H  6.02  -2.87  -3.18  0.153
H  6.68  -4.15  -4.22  0.314

Calculated values
M (u): 719.5
Frontier orbital gap (eV): 10.6797
LUMO energy (eV): 0.36
HOMO level (eV): -10.32
E (eV): -76052.9710

***

Entry 2:
C24H34BrCl2NO2Sn as an isolated structure, computed with the ωB97M-V functional and the def2-TZVPD basis.

Each line ends with the Mulliken charge.
Atoms and positions in Å:
Sn  1.04  -1.08  0.56  1.005
C  -0.67  0.69  -1.80  -0.531
C  0.03  1.62  -1.03  0.199
C  -0.70  1.73  0.30  -0.128
C  -1.77  0.90  0.20  -0.486
C  -1.80  0.26  -1.11  -1.343
C  -2.94  -0.56  -1.65  2.313
C  -2.67  -1.00  -3.08  -2.023
C  -3.15  -1.80  -0.77  -1.536
C  -4.21  0.30  -1.61  -1.743
C  -0.48  2.62  1.52  2.662
C  -1.60  2.38  2.54  -2.218
C  0.83  2.29  2.25  -1.685
C  -0.55  4.11  1.14  -1.716
C  1.13  2.44  -1.70  2.500
C  0.45  3.69  -2.31  -1.608
C  2.29  2.88  -0.80  -1.736
C  1.74  1.64  -2.87  -1.855
H  -0.42  0.41  -2.81  0.559
H  -2.54  0.76  0.95  0.716
H  -1.78  -1.63  -3.15  0.376
H  -2.54  -0.14  -3.75  0.372
H  -3.52  -1.59  -3.45  0.430
H  -2.28  -2.47  -0.83  0.281
H  -4.03  -2.35  -1.10  0.452
H  -3.29  -1.53  0.28  0.274
H  -4.08  1.22  -2.18  0.368
H  -4.48  0.57  -0.58  0.350
H  -5.05  -0.26  -2.04  0.454
H  -1.63  1.34  2.88  0.368
H  -2.58  2.65  2.13  0.375
H  -1.42  3.01  3.41  0.466
H  0.84  1.26  2.60  0.375
H  0.93  2.93  3.13  0.513
H  1.72  2.44  1.64  0.099
H  -1.42  4.31  0.52  0.303
H  0.34  4.45  0.61  0.253
H  -0.64  4.71  2.05  0.486
H  0.01  4.33  -1.55  0.257
H  -0.34  3.39  -3.00  0.316
H  1.19  4.27  -2.87  0.454
H  2.00  3.62  -0.06  0.211
H  3.07  3.33  -1.42  0.560
H  2.74  2.03  -0.30  0.193
H  1.08  1.61  -3.73  0.386
H  1.97  0.61  -2.57  0.307
H  2.67  2.11  -3.18  0.441
Cl  -1.38  -2.99  2.08  0.021
C  -1.20  -4.60  1.58  -0.758
Cl  1.23  -4.33  -1.13  -0.149
H  -1.84  -4.96  0.79  0.382
H  -0.56  -5.24  2.16  0.397
Br  3.44  -0.88  -0.36  -0.592
C  2.22  -4.25  0.29  0.107
C  3.26  -5.13  0.47  -0.619
C  4.02  -5.00  1.62  -0.285
C  3.69  -4.03  2.56  -0.631
C  2.64  -3.18  2.28  0.580
N  1.92  -3.29  1.16  0.017
C  2.28  -2.02  3.19  0.233
O  2.61  -2.08  4.35  -0.668
O  1.62  -1.07  2.60  -0.468
H  3.49  -5.86  -0.29  0.449
H  4.86  -5.66  1.79  0.419
H  4.24  -3.90  3.48  0.498

Calculated values
M (u): 638.1
Frontier orbital gap (spin up / spin down) (eV): 6.9600 / 7.7045
ΔE to the lowest compared entry with this formula, charge and spin (kcal/mol): 21.8
LUMO energy (spin up / spin down) (eV): -1.45 / -0.36
HOMO level (spin up / spin down) (eV): -8.41 / -8.07
E (eV): -131943.8415

***

Entry 3:
C24H34BrN4NiO3 as an isolated structure, computed with the ωB97M-V functional and the def2-TZVPD basis.

Each line ends with the Mulliken charge.
Atoms and positions in Å:
Ni  -0.17  0.11  0.29  0.189
C  1.65  -1.43  -3.83  -0.979
N  1.14  -2.32  -2.80  0.149
C  1.44  -3.73  -2.97  -1.050
C  0.49  -1.81  -1.75  0.852
O  0.27  -0.60  -1.63  -0.637
C  0.03  -2.78  -0.66  -1.330
O  -0.64  -2.10  0.38  -0.361
C  -2.03  -2.32  0.52  -1.472
C  -2.81  -1.17  -0.11  0.974
O  -2.22  -0.11  -0.36  -0.648
N  -4.11  -1.34  -0.35  0.147
C  -4.89  -0.27  -0.95  -1.051
C  -4.82  -2.57  0.01  -1.093
H  1.09  -1.56  -4.76  0.350
H  2.70  -1.67  -4.02  0.361
H  1.57  -0.40  -3.50  0.238
H  1.18  -4.03  -3.99  0.356
H  0.86  -4.36  -2.30  0.397
H  2.50  -3.92  -2.81  0.330
H  0.89  -3.29  -0.23  0.453
H  -0.63  -3.53  -1.10  0.653
H  -2.25  -2.33  1.58  0.502
H  -2.31  -3.29  0.11  0.556
H  -4.22  0.45  -1.43  0.288
H  -5.49  0.25  -0.20  0.334
H  -5.56  -0.69  -1.70  0.422
H  -4.43  -3.00  0.93  0.433
H  -4.77  -3.31  -0.79  0.289
H  -5.86  -2.32  0.18  0.401
Br  -0.85  0.30  2.73  -0.077
C  0.90  -0.20  3.35  0.692
C  1.07  -0.32  4.69  -0.868
C  2.35  -0.65  5.17  -0.566
C  3.38  -0.83  4.30  -1.019
C  3.20  -0.69  2.90  1.123
C  4.27  -0.87  2.00  -0.840
C  4.07  -0.71  0.66  -1.178
C  2.78  -0.40  0.16  1.086
C  1.68  -0.22  0.97  -0.882
C  1.92  -0.37  2.38  0.686
H  0.25  -0.17  5.38  0.448
H  2.51  -0.76  6.24  0.418
H  4.37  -1.08  4.67  0.402
H  5.25  -1.11  2.39  0.387
H  4.90  -0.83  -0.03  0.455
H  2.67  -0.28  -0.91  0.394
C  0.89  2.86  0.60  -0.543
C  0.94  4.35  0.20  -0.921
N  -0.13  4.68  -0.74  -0.163
C  -1.41  4.35  -0.12  -0.784
C  -1.49  2.84  0.21  -0.333
N  -0.21  2.17  -0.14  0.565
C  0.03  2.36  -1.60  -0.678
C  0.03  3.87  -1.94  -0.816
H  0.69  2.73  1.67  0.427
H  1.82  2.33  0.38  0.312
H  1.89  4.59  -0.27  0.356
H  0.84  4.99  1.08  0.298
H  -2.21  4.63  -0.81  0.357
H  -1.53  4.95  0.78  0.271
H  -2.28  2.33  -0.34  0.200
H  -1.66  2.68  1.28  0.407
H  -0.75  1.81  -2.13  0.492
H  0.99  1.88  -1.83  0.214
H  -0.77  4.11  -2.63  0.258
H  0.97  4.15  -2.42  0.367

Calculated values
M (u): 565.2
Frontier orbital gap (spin up / spin down) (eV): 8.0705 / 8.0290
2S+1: 3
Charge: +1
LUMO energy (spin up / spin down) (eV): -2.12 / -2.12
HOMO level (spin up / spin down) (eV): -10.19 / -10.15
E (eV): -148623.5914

***

Entry 4:
A 5-piece molecular cluster, C24H34BrN4O15 overall at a distorted geometry, computed with the ωB97M-V functional and the def2-TZVPD basis.

Each line ends with the Mulliken charge.
Atoms and positions in Å:
C  6.97  -1.01  1.59  -0.634
O  7.41  0.33  1.43  -0.393
C  7.12  0.93  0.19  -0.546
C  6.56  2.35  0.39  -0.768
C  5.04  2.45  0.41  -0.560
C  4.41  1.28  1.17  -0.975
C  2.98  1.51  1.52  0.649
N  2.08  0.83  0.83  -1.135
N  0.81  0.99  1.12  2.057
N  -0.12  0.28  0.32  -0.959
C  -0.39  -0.90  0.74  1.005
C  0.37  -1.64  1.80  -1.436
C  -1.52  -1.60  0.06  -1.229
C  0.34  1.80  2.06  -0.082
O  -0.98  1.98  2.31  -0.307
N  -1.61  0.88  3.13  0.440
O  -0.91  0.47  3.93  -0.234
C  1.24  2.55  2.81  -0.419
C  2.58  2.42  2.55  -0.162
Br  3.82  3.40  3.52  -0.002
H  6.10  -1.04  2.25  0.192
H  6.74  -1.50  0.64  0.328
H  7.76  -1.58  2.06  0.283
H  8.05  1.05  -0.38  0.377
H  6.44  0.33  -0.42  0.356
H  6.94  2.70  1.35  0.330
H  6.98  2.99  -0.38  0.432
H  4.72  3.38  0.86  0.385
H  4.66  2.47  -0.62  0.367
H  4.44  0.36  0.59  0.519
H  4.93  1.07  2.11  0.423
H  -0.13  -2.58  2.01  0.418
H  1.34  -1.90  1.38  0.330
H  0.47  -1.11  2.74  0.377
H  -2.06  -2.24  0.74  0.442
H  -2.14  -0.84  -0.42  0.350
H  -1.08  -2.18  -0.75  0.191
H  0.88  3.23  3.57  0.563
C  -5.52  -2.39  -1.24  0.054
C  -5.64  -1.96  -2.69  -0.357
O  -4.26  -1.93  -3.10  -0.337
C  -3.57  -2.76  -2.30  0.661
O  -2.44  -3.09  -2.49  -0.544
O  -4.31  -3.17  -1.26  -0.324
H  -6.36  -2.99  -0.90  0.339
H  -5.39  -1.55  -0.56  -0.027
H  -6.17  -2.68  -3.30  0.257
H  -6.09  -0.98  -2.81  0.312
C  -1.16  4.00  -0.46  0.012
C  0.17  4.38  -1.10  -0.214
O  -0.20  4.65  -2.44  -0.351
C  -1.52  4.99  -2.46  0.567
O  -2.09  5.43  -3.40  -0.478
O  -2.09  4.74  -1.25  -0.377
H  -1.23  4.29  0.58  0.235
H  -1.38  2.94  -0.56  0.132
H  0.60  5.28  -0.66  0.257
H  0.90  3.57  -1.06  0.216
C  -6.07  0.04  2.15  -0.181
C  -6.80  -0.14  3.47  -0.388
O  -7.72  -1.19  3.16  -0.338
C  -7.22  -1.90  2.13  0.620
O  -7.65  -2.94  1.74  -0.487
O  -6.14  -1.27  1.58  -0.255
H  -5.03  0.35  2.28  0.146
H  -6.57  0.75  1.49  0.284
H  -6.14  -0.46  4.27  0.264
H  -7.34  0.75  3.78  0.323
C  0.48  -3.52  -3.68  -0.131
C  0.96  -3.70  -5.10  -0.268
O  2.37  -3.53  -4.98  -0.325
C  2.73  -3.80  -3.70  0.630
O  3.84  -3.91  -3.31  -0.533
O  1.62  -3.94  -2.92  -0.328
H  -0.39  -4.12  -3.43  0.245
H  0.27  -2.47  -3.44  0.157
H  0.76  -4.70  -5.48  0.267
H  0.54  -2.97  -5.79  0.290

Calculated values
M (u): 698.5
Frontier orbital gap (eV): 7.0662
ΔE to the lowest compared entry with this formula, charge and spin (kcal/mol): 0.0
Charge: +1
LUMO energy (eV): -4.91
HOMO level (eV): -11.98
E (eV): -132143.1420

***

Entry 5:
C24H34CoN3O8P2 as an isolated structure at a distorted geometry, computed with the ωB97M-V functional and the def2-TZVPD basis.

Each line ends with the Mulliken charge.
Atoms and positions in Å:
Co  -0.61  -0.27  0.31  1.384
O  -1.79  3.29  1.62  -0.788
C  -1.52  2.10  1.69  -0.404
O  -0.54  1.53  1.05  -0.504
C  -2.31  1.22  2.66  0.343
C  -1.41  0.15  3.29  -0.155
C  -2.05  -0.45  4.54  -1.138
C  -3.18  -1.31  3.91  -1.060
C  -2.96  -1.07  2.42  -0.103
O  -1.51  -0.93  2.34  -0.499
C  -3.45  0.34  2.03  -0.121
C  -3.61  0.44  0.52  -0.216
O  -4.70  0.75  0.06  -0.808
O  -2.56  0.13  -0.16  -0.622
H  -2.71  1.89  3.42  0.554
H  -0.38  0.46  3.39  0.469
H  -2.41  0.31  5.23  0.417
H  -1.32  -1.08  5.06  0.345
H  -4.18  -0.99  4.22  0.369
H  -3.07  -2.36  4.16  0.378
H  -3.29  -1.86  1.76  0.719
H  -4.42  0.57  2.46  0.452
N  -0.08  -6.55  -1.17  -0.631
C  0.12  -5.41  -1.23  0.466
N  0.41  -4.14  -1.37  -0.741
C  -0.04  -3.09  -0.80  0.940
N  -0.36  -2.07  -0.34  -0.108
C  1.93  -2.30  2.09  -1.656
P  1.55  -0.60  1.56  1.850
C  2.09  0.32  3.06  -1.600
C  2.96  -0.19  0.47  0.158
C  3.05  1.13  0.02  -0.298
C  4.09  1.53  -0.80  -0.636
C  5.05  0.60  -1.20  -0.531
C  4.96  -0.71  -0.77  -0.712
C  3.92  -1.11  0.06  -0.604
H  1.76  -3.00  1.27  0.359
H  1.23  -2.56  2.88  0.324
H  2.95  -2.39  2.45  0.468
H  3.17  0.18  3.19  0.479
H  1.57  -0.07  3.93  0.495
H  1.87  1.38  2.96  0.378
H  2.27  1.84  0.30  0.116
H  4.15  2.55  -1.15  0.409
H  5.86  0.91  -1.85  0.376
H  5.70  -1.44  -1.10  0.388
H  3.86  -2.15  0.37  0.306
C  -3.52  0.00  -3.18  -1.202
C  -2.36  -0.90  -2.83  0.133
O  -1.11  -0.19  -3.02  -0.370
P  -0.34  0.62  -1.87  0.333
O  -0.87  2.11  -2.12  -0.301
C  -0.36  3.23  -1.36  1.000
C  -0.47  4.45  -2.23  -1.743
O  1.10  0.73  -2.60  -0.291
C  1.85  -0.47  -2.84  1.164
C  2.43  -0.40  -4.23  -1.768
H  -4.45  -0.58  -3.13  0.396
H  -3.41  0.42  -4.18  0.352
H  -3.60  0.81  -2.45  0.165
H  -2.30  -1.76  -3.50  0.450
H  -2.45  -1.24  -1.81  -0.107
H  0.68  3.04  -1.09  -0.109
H  -0.93  3.33  -0.44  -0.051
H  0.09  4.32  -3.16  0.362
H  -0.08  5.32  -1.70  0.426
H  -1.52  4.64  -2.48  0.327
H  1.21  -1.35  -2.74  0.156
H  2.64  -0.54  -2.10  -0.417
H  1.63  -0.34  -4.97  0.374
H  3.03  -1.28  -4.43  0.396
H  3.06  0.49  -4.33  0.314

Calculated values
M (u): 613.4
Frontier orbital gap (spin up / spin down) (eV): 7.5630 / 8.2586
2S+1: 2
ΔE to the lowest compared entry with this formula, charge and spin (kcal/mol): 3.4
Charge: -1
LUMO energy (spin up / spin down) (eV): 2.44 / 2.44
HOMO level (spin up / spin down) (eV): -5.12 / -5.82
E (eV): -102500.2922

***

Entry 6:
C24H34CrN7O5S2Se2 as an isolated structure, computed with the ωB97M-V functional and the def2-TZVPD basis.

Each line ends with the Mulliken charge.
Atoms and positions in Å:
Cr  -1.30  -3.58  -0.72  0.395
N  -1.19  -4.10  -4.50  -0.324
C  -2.01  -3.90  -3.47  0.530
O  -1.87  -4.58  -2.42  -0.495
C  -3.07  -2.85  -3.60  -0.722
C  -4.10  -2.88  -2.49  -0.973
H  -0.27  -4.46  -4.26  0.393
H  -1.25  -3.48  -5.29  0.212
H  -3.54  -2.97  -4.59  0.443
H  -2.55  -1.89  -3.60  0.308
H  -4.54  -3.87  -2.39  0.363
H  -4.90  -2.18  -2.72  0.409
N  -2.43  -6.83  -0.65  -0.361
C  -2.19  -6.25  0.54  0.430
N  -1.82  -5.00  0.67  0.683
C  -1.67  -4.64  2.01  -0.520
C  -1.94  -5.62  2.89  -0.166
S  -2.40  -7.06  2.05  -0.252
C  -1.20  -3.27  2.20  -0.706
C  -0.99  -2.56  3.32  -0.263
S  -0.40  -0.98  2.91  -0.132
C  -0.49  -1.38  1.22  0.403
N  -0.93  -2.61  1.01  0.254
N  -0.15  -0.55  0.25  0.505
H  -2.17  -6.31  -1.48  0.226
H  -2.47  -7.83  -0.71  0.226
H  -1.88  -5.59  3.97  0.467
H  -1.12  -2.85  4.35  0.432
H  0.19  0.40  0.44  -0.145
H  -0.18  -0.92  -0.70  0.111
C  1.16  4.29  3.73  -0.963
C  -0.34  4.12  3.95  -0.550
C  -0.93  2.85  3.35  -0.079
C  -1.35  2.94  1.88  -1.219
N  -0.25  3.27  0.98  0.448
C  0.64  2.34  0.55  -0.453
Se  -3.37  -2.34  -0.75  -0.160
N  1.53  3.05  -0.19  0.355
C  2.71  2.50  -0.87  -0.926
C  2.62  1.00  -1.13  -0.243
C  3.82  0.49  -1.92  -0.459
C  5.14  0.56  -1.15  -1.330
C  1.21  4.40  -0.23  0.912
C  1.82  5.49  -0.84  -0.703
C  1.22  6.72  -0.67  -0.699
C  0.06  6.87  0.08  -0.746
C  -0.55  5.78  0.69  -0.857
C  0.05  4.54  0.52  0.293
H  1.53  5.19  4.24  0.390
H  1.42  4.38  2.68  0.079
H  1.71  3.43  4.14  0.319
H  -0.87  5.00  3.56  0.217
H  -0.53  4.12  5.03  0.413
H  -1.82  2.55  3.90  0.398
H  -0.21  2.03  3.45  0.044
H  -2.12  3.71  1.76  0.396
H  -1.77  1.99  1.55  0.433
H  3.59  2.74  -0.27  0.331
H  2.81  3.02  -1.82  0.395
H  1.70  0.79  -1.68  0.295
H  2.55  0.46  -0.19  0.329
H  3.91  1.06  -2.85  0.382
H  3.62  -0.54  -2.19  0.207
H  5.43  1.59  -0.92  0.338
H  5.95  0.10  -1.71  0.409
H  5.05  0.02  -0.20  0.300
H  2.73  5.38  -1.42  0.400
H  1.67  7.60  -1.13  0.385
H  -0.38  7.85  0.19  0.396
H  -1.45  5.90  1.28  0.357
O  1.32  -4.16  -3.35  -0.824
Se  1.13  -3.32  -1.98  1.198
O  -0.26  -2.35  -2.05  -0.859
O  0.50  -4.32  -0.77  -0.499
O  2.41  -2.50  -1.49  -0.580

Calculated values
M (u): 774.6
Frontier orbital gap (spin up / spin down) (eV): 7.6465 / 8.2639
2S+1: 2
ΔE to the lowest compared entry with this formula, charge and spin (kcal/mol): 0.0
LUMO energy (spin up / spin down) (eV): -0.12 / 0.37
HOMO level (spin up / spin down) (eV): -7.77 / -7.90
E (eV): -226893.7610